DFT (ωB97M-V/def2-TZVPD) results for C20H21BrCuN3O as an isolated structure.

Calculated values
**Highest occupied orbital energy**: -7.1 eV

Atoms and positions in Å:
Cu -0.431 -0.511 0.077
O -1.909 -6.677 2.807
C -1.715 -5.360 2.628
C -1.893 -4.418 3.643
C -1.664 -3.085 3.356
N -1.291 -2.657 2.163
C -1.130 -3.554 1.224
Br -0.589 -2.833 -0.472
C -1.314 -4.913 1.367
H -2.176 -6.868 3.718
H -2.202 -4.719 4.635
H -1.778 -2.322 4.111
H -1.162 -5.611 0.562
C 0.004 -0.877 -3.136
C 1.473 -0.660 -2.750
C 1.700 0.826 -2.738
C 2.211 1.460 -3.859
C 2.193 2.838 -3.964
C 1.592 3.581 -2.965
C 1.114 2.987 -1.807
C 0.305 3.814 -0.838
C -1.177 3.471 -0.999
C 1.231 1.593 -1.664
N 0.806 0.971 -0.488
C 1.225 1.436 0.656
C 0.584 1.099 1.855
C 0.772 1.576 3.163
C -0.260 1.050 3.917
C -1.034 0.275 3.050
N -0.531 0.289 1.821
H -0.234 -1.937 -3.194
H -0.195 -0.411 -4.097
H -0.647 -0.412 -2.393
H 2.112 -1.143 -3.491
H 1.673 -1.098 -1.769
H 2.612 0.861 -4.665
H 2.593 3.326 -4.839
H 1.485 4.648 -3.085
H 0.456 4.875 -1.041
H 0.582 3.632 0.199
H -1.489 3.613 -2.031
H -1.790 4.101 -0.359
H -1.348 2.432 -0.729
H 2.065 2.131 0.690
H 1.550 2.237 3.493
H -0.438 1.198 4.964
H -1.943 -0.251 3.276



DFT (ωB97M-V/def2-TZVPD) results for C20H21BrF5GeN3O5RuTe as an isolated structure.

Calculated values
**Relative energy (zero: lowest compared OMol25 entry of this formula, charge and spin)**: 194.1 kJ/mol
**Highest occupied orbital energy (spin up / spin down)**: -3.7 / -4.4 eV
**Total charge**: -1
**Spin multiplicity**: 2

Atoms and positions in Å:
Ru -1.315 -0.171 0.204
Br 1.782 5.789 -2.973
C 1.098 4.067 -2.568
C 0.778 3.195 -3.591
C 0.287 1.942 -3.269
C 0.110 1.548 -1.949
O -0.368 0.304 -1.680
C 0.427 2.433 -0.898
C 0.332 2.207 0.545
N -0.284 1.248 1.135
C -0.345 1.144 2.546
C 0.479 1.830 3.421
C 0.343 1.638 4.794
C -0.652 0.816 5.276
C -1.545 0.117 4.435
C -2.706 -0.454 4.996
C -3.762 -1.108 4.328
C -3.670 -1.673 3.104
N -1.969 -0.464 2.065
C -1.304 0.203 3.016
C 0.926 3.693 -1.253
H 0.906 3.481 -4.626
H 0.038 1.258 -4.067
H 0.792 2.985 1.146
H 1.262 2.477 3.049
H 1.011 2.145 5.477
H -0.793 0.717 6.347
H -2.842 -0.273 6.057
H -4.715 -1.190 4.840
H -4.493 -2.156 2.591
H 1.186 4.386 -0.464
C 2.536 -0.248 -4.483
Ge 1.929 -1.095 -2.812
C 2.877 -0.327 -1.295
C 2.233 -3.011 -2.958
C -0.037 -0.805 -2.574
H 3.504 -0.666 -4.766
H 2.649 0.829 -4.366
H 1.837 -0.439 -5.300
H 3.932 -0.600 -1.362
H 2.467 -0.725 -0.368
H 2.803 0.761 -1.286
H 3.291 -3.195 -3.151
H 1.653 -3.443 -3.775
H 1.943 -3.498 -2.029
H -0.450 -1.679 -2.073
H -0.580 -0.672 -3.512
O -4.673 -0.373 -1.423
N -3.584 -0.337 -0.911
O -2.818 -1.347 -0.816
O -3.094 0.731 -0.403
F 0.224 -5.285 1.257
Te 0.016 -3.395 1.012
F -0.200 -3.678 -0.936
F 0.394 -1.354 0.569
F 0.794 -3.089 2.758
F 1.819 -3.444 0.501
O -2.458 -1.750 2.469



DFT (ωB97M-V/def2-TZVPD) results for C20H21BrN13O2RuS as an isolated structure.

Calculated values
**Relative energy (zero: lowest compared OMol25 entry of this formula, charge and spin)**: 3.0 kJ/mol
**Highest occupied orbital energy (spin up / spin down)**: -10.7 / -10.7 eV
**Total charge**: +1
**Spin multiplicity**: 5

Atoms and positions in Å:
Ru -0.066 -0.280 -0.108
O -3.202 1.017 -3.205
C -4.231 0.690 -2.375
C -5.493 0.537 -2.932
C -6.566 0.207 -2.122
C -6.389 0.014 -0.759
C -5.130 0.174 -0.205
C -4.045 0.532 -0.998
C -2.682 0.822 -0.439
O -1.693 0.050 -1.091
N -2.581 0.504 0.982
N -1.226 0.608 1.342
C -0.918 -0.054 2.417
C 0.256 0.217 3.244
Br 1.428 -1.237 3.533
C 0.395 1.356 3.918
C -0.524 2.514 3.828
C -1.227 2.904 4.967
C -2.113 3.968 4.909
C -2.289 4.664 3.721
C -1.573 4.297 2.592
C -0.693 3.224 2.642
H -2.376 0.691 -2.820
H -5.609 0.671 -3.998
H -7.547 0.087 -2.563
H -7.225 -0.261 -0.131
H -4.999 0.012 0.857
H -2.429 1.883 -0.599
H -3.113 1.143 1.566
H -1.680 -0.727 2.815
H 1.204 1.414 4.641
H -1.085 2.369 5.898
H -2.662 4.258 5.795
H -2.975 5.500 3.680
H -1.690 4.852 1.670
H -0.118 2.947 1.770
N 3.025 0.096 -1.751
C 2.893 0.705 -0.563
N 3.846 1.498 -0.048
N 3.346 1.923 1.081
N 2.138 1.411 1.274
N 1.821 0.638 0.251
C 2.071 -0.665 -2.348
N 2.263 -1.289 -3.505
N 1.131 -1.934 -3.724
N 0.273 -1.704 -2.760
N 0.849 -0.913 -1.860
H 3.901 0.229 -2.251
C 1.456 -5.014 -1.784
N 0.499 -4.039 -1.286
C 0.301 -3.758 -0.012
N 1.005 -4.385 0.925
S -0.924 -2.616 0.410
H 1.398 -5.029 -2.868
H 1.220 -6.015 -1.415
H 2.474 -4.746 -1.496
H -0.060 -3.508 -1.941
H 1.659 -5.121 0.712
H 0.819 -4.159 1.888



DFT (ωB97M-V/def2-TZVPD) results for one molecule with the formula C20H21BrN2O3.

Calculated values
**Relative energy (zero: lowest compared OMol25 entry of this formula, charge and spin)**: 9.3 kJ/mol
**Highest occupied orbital energy**: -8.7 eV
**SMILES string**: Cc1ccc(C(=O)CCC(=O)N(C)CC(=O)Nc2ccccc2Br)cc1

Atoms and positions in Å:
C -1.299 -4.472 -1.203
C -0.570 -3.353 -0.529
C 0.035 -2.350 -1.281
C 0.706 -1.320 -0.662
C 0.779 -1.241 0.733
C 0.210 -2.269 1.485
C -0.454 -3.304 0.856
H -0.897 -4.087 1.454
H 0.272 -2.276 2.560
C 1.446 -0.057 1.306
O 2.131 0.676 0.616
C 1.203 0.289 2.763
H 2.036 0.909 3.102
H 1.139 -0.602 3.383
C -0.098 1.101 2.914
H -0.031 1.998 2.305
C -1.293 0.216 2.596
O -1.516 -0.761 3.288
N -2.079 0.513 1.531
C -2.038 1.713 0.724
H -3.064 1.923 0.403
H -1.685 2.566 1.305
C -1.202 1.495 -0.549
O -1.561 0.726 -1.413
N -0.072 2.243 -0.584
C 0.955 2.238 -1.526
C 0.864 1.568 -2.743
C 1.920 1.584 -3.635
C 3.086 2.268 -3.337
C 3.191 2.950 -2.136
C 2.134 2.933 -1.249
Br 2.309 3.894 0.386
H 4.092 3.489 -1.888
H 3.912 2.275 -4.030
H 1.830 1.053 -4.571
H -0.042 1.031 -2.971
H 0.145 2.808 0.230
C -3.073 -0.456 1.114
H -2.927 -0.690 0.059
H -4.080 -0.059 1.265
H -2.946 -1.354 1.712
H -0.188 1.399 3.962
H 1.178 -0.545 -1.247
H -0.030 -2.377 -2.359
H -1.967 -4.976 -0.509
H -0.585 -5.205 -1.582
H -1.875 -4.101 -2.047



DFT (ωB97M-V/def2-TZVPD) results for one molecule with the formula C20H21BrN4O4 in a non-equilibrium geometry.

Calculated values
**Relative energy (zero: lowest compared OMol25 entry of this formula, charge and spin)**: 317.2 kJ/mol
**Highest occupied orbital energy**: -8.3 eV
**SMILES string**: NC(=O)C[C@@H](NC(=O)c1cccc(Br)c1)c1ccc(NC2CCC2)c([N+](=O)[O-])c1

Atoms and positions in Å:
N -1.166 -1.674 4.562
C -1.725 -0.548 4.074
O -2.110 0.361 4.776
C -1.849 -0.522 2.554
H -2.891 -0.325 2.297
H -1.543 -1.472 2.123
C -1.004 0.630 1.994
N 0.389 0.562 2.434
C 1.161 -0.531 2.583
O 0.786 -1.681 2.430
C 2.568 -0.227 2.999
C 3.185 -1.111 3.876
C 4.488 -0.877 4.273
C 5.199 0.213 3.798
C 4.587 1.075 2.905
C 3.279 0.863 2.506
H 2.827 1.532 1.788
H 5.140 1.917 2.517
H 6.216 0.378 4.117
Br 5.321 -2.079 5.491
H 2.638 -1.971 4.233
H 0.819 1.455 2.617
C -1.078 0.675 0.486
C -1.680 1.723 -0.165
C -1.762 1.772 -1.563
C -1.213 0.728 -2.354
N -1.254 0.750 -3.694
C -0.740 -0.261 -4.571
H 0.299 -0.485 -4.312
C -1.596 -1.538 -4.746
H -1.170 -2.457 -4.351
H -2.600 -1.411 -4.346
C -1.525 -1.356 -6.269
H -2.476 -1.387 -6.793
H -0.836 -2.048 -6.746
C -0.923 0.044 -6.065
H -0.013 0.262 -6.618
H -1.641 0.843 -6.236
H -1.774 1.520 -4.108
C -0.602 -0.337 -1.653
C -0.535 -0.363 -0.287
H -0.058 -1.196 0.205
H -0.189 -1.156 -2.219
N -2.409 2.898 -2.121
O -2.800 3.775 -1.373
O -2.559 2.960 -3.342
H -2.118 2.542 0.386
H -1.406 1.562 2.406
H -0.666 -2.299 3.950
H -0.994 -1.732 5.553



DFT (ωB97M-V/def2-TZVPD) results for C20H21Cl2IN2O8S2SiSn as an isolated structure in a non-equilibrium geometry.

Calculated values
**Relative energy (zero: lowest compared OMol25 entry of this formula, charge and spin)**: 0.0 kJ/mol
**Highest occupied orbital energy**: -1.8 eV
**Total charge**: -2

Atoms and positions in Å:
Sn -1.634 -0.153 0.065
Cl -2.968 -4.447 -3.002
C -2.593 -4.614 -1.304
C -2.762 -5.867 -0.712
C -2.485 -6.056 0.614
Cl -2.725 -7.651 1.320
C -2.006 -4.991 1.407
C -1.711 -5.085 2.786
C -1.207 -4.004 3.453
C -0.982 -2.810 2.742
N -1.275 -2.690 1.473
C -1.800 -3.727 0.792
C -2.145 -3.466 -0.610
O -2.037 -2.329 -1.152
H -3.122 -6.689 -1.316
H -1.899 -6.019 3.300
H -0.981 -4.056 4.511
H -0.553 -1.933 3.220
O -1.194 3.595 2.478
S -0.419 2.707 1.636
O -1.020 2.459 0.310
O 0.095 1.523 2.291
C 1.018 3.737 1.245
C 0.687 5.045 0.901
C 1.660 5.995 0.660
C 2.998 5.656 0.791
C 3.349 4.353 1.087
C 2.369 3.376 1.290
S 3.040 1.702 1.339
O 4.386 1.824 0.817
O 2.914 1.069 2.608
O 2.189 0.973 0.259
H -0.364 5.297 0.851
H 1.378 7.001 0.373
H 3.768 6.403 0.639
H 4.385 4.056 1.125
C 4.148 0.398 -1.934
Si 2.449 1.005 -1.449
C 2.177 2.731 -2.062
C 1.206 -0.162 -2.167
H 4.257 0.519 -3.017
H 4.274 -0.663 -1.697
H 4.937 0.954 -1.428
H 2.310 2.756 -3.147
H 2.850 3.462 -1.608
H 1.139 3.018 -1.852
H 1.566 -0.534 -3.131
H 0.265 0.366 -2.341
H 1.001 -1.019 -1.522
N -2.866 3.000 -1.953
C -2.104 1.886 -2.348
O -1.042 2.085 -2.947
C -2.652 0.593 -2.014
I -4.082 -0.083 1.425
H -2.258 3.791 -1.795
H -3.412 2.805 -1.124
H -2.338 -0.210 -2.675
H -3.722 0.581 -1.818



DFT (ωB97M-V/def2-TZVPD) results for one molecule with the formula C20H21ClN2O3S.

Calculated values
**Relative energy (zero: lowest compared OMol25 entry of this formula, charge and spin)**: 0.0 kJ/mol
**Highest occupied orbital energy**: -8.6 eV
**SMILES string**: C[C@H](Sc1ccc(Cl)cc1)C(=O)Nc1ccccc1C(=O)N1CCOCC1

Atoms and positions in Å:
C -3.646 -3.243 -0.191
C -2.205 -2.775 -0.265
C -2.054 -1.489 -1.067
O -3.008 -0.810 -1.378
N -0.754 -1.190 -1.321
C -0.216 -0.020 -1.843
C -1.006 0.964 -2.432
C -0.425 2.084 -2.993
C 0.953 2.228 -3.003
C 1.743 1.278 -2.387
C 1.177 0.173 -1.756
C 2.028 -0.849 -1.090
O 1.789 -2.050 -1.209
N 3.085 -0.430 -0.357
C 3.336 0.903 0.146
H 2.528 1.575 -0.138
H 4.284 1.271 -0.266
C 3.446 0.866 1.681
O 4.406 -0.061 2.120
C 4.082 -1.360 1.675
H 4.862 -2.020 2.055
C 4.032 -1.409 0.148
H 3.718 -2.395 -0.198
H 5.023 -1.171 -0.254
H 3.110 -1.670 2.090
H 3.766 1.841 2.054
H 2.464 0.619 2.114
H 2.818 1.376 -2.418
H 1.410 3.077 -3.487
H -1.051 2.835 -3.451
H -2.074 0.830 -2.458
H -0.040 -1.879 -1.077
H -1.558 -3.558 -0.665
S -1.498 -2.445 1.421
C -1.606 -0.666 1.474
C -2.832 -0.020 1.483
C -2.882 1.360 1.416
C -1.701 2.084 1.360
C -0.470 1.447 1.396
C -0.428 0.067 1.450
H 0.515 -0.457 1.455
H 0.439 2.028 1.365
Cl -1.756 3.804 1.240
H -3.832 1.870 1.398
H -3.746 -0.591 1.525
H -4.293 -2.421 0.103
H -3.744 -4.056 0.523
H -3.966 -3.588 -1.172



DFT (ωB97M-V/def2-TZVPD) results for a 2-piece molecular cluster, C20H21ClN5O6S overall in a non-equilibrium geometry.

Calculated values
**Relative energy (zero: lowest compared OMol25 entry of this formula, charge and spin)**: 9.8 kJ/mol
**Highest occupied orbital energy**: -3.1 eV
**Total charge**: -1

Atoms and positions in Å:
O 7.995 -0.981 -3.870
N 6.951 -1.629 -3.621
O 6.624 -2.665 -4.248
C 6.093 -1.172 -2.577
C 4.921 -1.890 -2.279
C 4.093 -1.458 -1.247
C 4.422 -0.315 -0.506
S 3.301 0.231 0.819
C 2.188 1.261 0.015
Cl 0.628 1.436 0.513
O 2.634 -0.975 1.257
O 4.152 0.969 1.729
C 5.590 0.404 -0.808
C 6.425 -0.021 -1.840
H 4.677 -2.776 -2.856
H 3.194 -2.027 -1.023
H 2.543 1.920 -0.767
H 5.861 1.290 -0.238
H 7.336 0.518 -2.086
C -1.968 3.851 1.535
C -2.200 2.443 1.969
C -1.891 2.023 3.245
C -2.184 0.661 3.663
O -2.895 -0.115 2.988
N -1.667 0.171 4.859
C -1.998 -1.170 5.265
C -0.795 0.869 5.776
N -2.775 1.526 1.128
N -2.351 1.374 -0.057
C -3.335 0.733 -0.918
N -2.629 -0.095 -1.757
C -3.165 -0.884 -2.771
C -2.333 -1.712 -3.553
C -2.872 -2.436 -4.619
C -4.244 -2.356 -4.907
C -5.078 -1.562 -4.113
C -4.542 -0.836 -3.050
O -4.532 0.985 -0.925
H -1.342 4.360 2.280
H -1.465 3.890 0.560
H -2.909 4.421 1.459
H -1.408 2.726 3.916
H -2.640 -1.609 4.501
H -1.085 -1.766 5.387
H -2.514 -1.160 6.234
H -0.527 1.853 5.388
H -1.280 0.986 6.757
H 0.122 0.284 5.941
H -1.641 -0.126 -1.518
H -1.270 -1.769 -3.316
H -2.222 -3.063 -5.229
H -4.665 -2.910 -5.746
H -6.147 -1.489 -4.303
H -5.181 -0.214 -2.436



> What is the formula in the second record?

C20H21BrF5GeN3O5RuTe